(1)
20
Properties=species:S:1:pos:R:3:forces:R:3:mulliken_charge:R:1 method="wB97M-V/def2-TZVPD" max_force_ev_per_a=6.253 e_above_lowest_kj_mol=467.56 orbital_gap_ha="0.2767 / 0.2766" charge=+1 e_homo_ev="-11.643 / -11.642" lumo_energy_ev="-4.1 / -4.1"
C -1.3325 1.7291 0.1550 -1.03 4.80 3.87 -0.412
C 1.8605 -1.3091 -0.5478 0.08 -1.25 5.50 -1.144
C -1.6860 -0.5615 0.6530 -2.68 -1.78 1.72 -0.924
C -0.6319 0.2136 -1.2669 1.61 -0.90 -0.35 -1.024
C 1.6013 0.0520 -0.1515 -1.41 2.89 -0.59 0.197
N 1.1211 0.4156 1.0377 0.31 -0.77 0.91 -0.315
N -1.2258 0.5045 -0.1109 0.63 0.26 -2.82 0.272
H -0.9825 2.5292 -0.5359 -0.38 -1.03 0.53 0.258
H -1.7645 2.0693 1.1532 0.46 -0.67 -1.57 0.294
H 1.2152 -2.0094 0.0912 1.15 0.66 -0.87 0.300
H 1.8180 -1.6017 -1.4966 -0.75 -0.46 -4.14 0.403
H 2.9218 -1.4470 -0.3182 0.12 -0.43 0.45 0.315
H -1.6498 -0.4861 1.7400 0.27 0.77 -0.05 0.388
H -1.1415 -1.4404 0.4012 0.23 -0.72 -0.38 0.341
H -2.7726 -0.7056 0.4272 0.91 -0.13 0.03 0.343
H -0.6048 -0.7995 -1.5411 -0.18 -0.85 -0.67 0.486
H -0.4536 1.0332 -1.9180 0.04 0.15 -0.63 0.288
H 2.1289 0.8321 -0.7196 -0.55 -0.13 0.21 0.366
H 0.8084 1.3765 1.3624 0.94 -1.62 -0.92 0.278
H 0.7704 -0.3949 1.5858 0.24 1.21 -0.21 0.291



(2)
20
Properties=species:S:1:pos:R:3:forces:R:3:mulliken_charge:R:1 method="wB97M-V/def2-TZVPD" max_force_ev_per_a=3.794 e_above_lowest_kj_mol=221.73 orbital_gap_ha=0.3975 smiles="C=C(N)C[C@@H](C)[NH3+]" charge=+1 e_homo_ev=-13.876 lumo_energy_ev=-3.1
C 2.4155 0.0930 -0.8994 0.39 0.05 0.21 -0.933
C 1.3691 -0.3874 -0.2495 -1.48 0.28 0.59 0.634
N 0.7245 -1.6807 -0.4965 0.13 0.20 -0.06 -0.592
C 0.6295 0.4564 0.8091 1.00 1.57 0.95 -0.921
C -0.8956 0.6035 0.7563 -0.90 0.83 -2.90 -0.241
C -1.4014 1.3869 -0.5231 0.27 -1.54 0.90 -1.242
N -1.4929 -0.8549 0.6452 1.00 2.48 2.69 -0.355
H 2.8740 1.0361 -0.5400 -0.36 -0.67 -0.67 0.263
H 2.8595 -0.4709 -1.7256 0.08 0.28 0.43 0.307
H 1.3742 -2.4626 -0.4892 -0.07 0.15 0.12 0.282
H 0.2280 -1.7162 -1.3770 0.35 0.09 -0.54 0.314
H 0.7243 0.1759 1.8575 1.04 -0.83 0.05 0.384
H 1.1695 1.4704 0.7871 -1.33 -1.20 0.02 0.327
H -1.4097 1.0099 1.6468 0.95 -0.01 -0.23 0.569
H -1.4311 0.6355 -1.3191 -0.36 0.29 -0.16 0.377
H -2.3741 1.7901 -0.2955 -0.48 0.05 -0.33 0.371
H -0.7767 2.1812 -0.8990 0.46 0.24 0.41 0.345
H -2.4980 -0.7856 0.5547 -0.14 -0.51 -1.01 0.322
H -1.3523 -1.0858 1.6285 -0.15 -0.94 0.00 0.371
H -0.7362 -1.3948 0.1285 -0.40 -0.82 -0.47 0.418